(1)
DFT (wB97M-V/def2-TZVPD) results for a 10-piece molecular cluster, H20O10 overall at a distorted geometry.

Properties
Largest force on an atom   1.33 eV Å⁻¹
Kohn-Sham gap (spin up / spin down)   0.093 / 0.385 Eh
Expectation value of S²   0.751
Lowest unoccupied orbital energy (spin up / spin down)   0.10135 / 0.10052 hartree
ΔE to the lowest compared entry with this formula, charge and spin   13.5 kcal per mole

```
! RIJCOSX wB97M-V def2-TZVPD def2/J DEFGRID3
* xyz -1 2
O -1.144 2.869 -0.735
H -1.704 3.394 -1.307
H -0.304 3.329 -0.734
O 0.608 -0.048 -0.342
H -0.065 0.564 -0.044
H 0.205 -0.911 -0.250
O 0.201 1.590 2.681
H 0.911 1.786 2.070
H 0.556 0.909 3.252
O -2.691 2.409 1.743
H -2.168 2.450 0.943
H -2.057 2.220 2.435
O 0.096 -2.780 2.084
H -0.540 -2.288 1.564
H -0.422 -3.453 2.524
O -0.278 -2.474 -2.753
H 0.477 -2.893 -3.167
H -0.134 -1.537 -2.884
O 3.292 0.462 -1.913
H 3.940 0.055 -1.338
H 2.448 0.239 -1.520
O 3.456 -0.916 0.766
H 2.887 -0.287 1.210
H 2.865 -1.420 0.206
O -1.442 0.443 -2.483
H -0.674 0.943 -2.209
H -2.130 0.703 -1.870
O -1.731 -1.582 0.671
H -1.949 -2.386 0.200
H -2.510 -1.391 1.194
*
```

=====

(2)
DFT (wB97M-V/def2-TZVPD) results for one molecule with the formula C3H3ClN2S at a distorted geometry.

Properties
SMILES   ClSn1ccnc1
Largest force on an atom   2.80 eV Å⁻¹
Kohn-Sham gap   0.281 Eh
Lowest unoccupied orbital energy   -0.09131 hartree
ΔE to the lowest compared entry with this formula, charge and spin   43.7 kcal per mole

```
! RIJCOSX wB97M-V def2-TZVPD def2/J DEFGRID3
* xyz 0 1
Cl -2.526 2.864 0.689
S -1.835 0.440 1.184
N -0.578 0.017 0.286
C 0.788 0.232 0.579
C 1.524 -0.492 -0.282
N 0.657 -1.187 -1.142
C -0.536 -0.879 -0.837
H 1.266 0.910 1.371
H 2.633 -0.634 -0.475
H -1.393 -1.271 -1.372
*
```